{
  "formula": "C52H112F6N4O2P2",
  "method": "the ωB97M-V functional and the def2-TZVPD basis",
  "elements": ["P", "F", "F", "F", "F", "F", "F", "C", "C", "C", "N", "C", "C", "C", "C", "C", "C", "H", "H", "H", "H", "H", "H", "H", "H", "H", "H", "H", "H", "H", "H", "H", "H", "H", "H", "H", "H", "C", "C", "C", "N", "C", "C", "C", "C", "C", "C", "H", "H", "H", "H", "H", "H", "H", "H", "H", "H", "H", "H", "H", "H", "H", "H", "H", "H", "H", "H", "C", "C", "C", "C", "P", "C", "C", "C", "C", "C", "C", "C", "C", "C", "C", "C", "C", "H", "H", "H", "H", "H", "H", "H", "H", "H", "H", "H", "H", "H", "H", "H", "H", "H", "H", "H", "H", "H", "H", "H", "H", "H", "H", "H", "H", "H", "H", "H", "H", "H", "H", "H", "H", "C", "C", "C", "C", "C", "C", "N", "O", "C", "C", "C", "H", "H", "H", "H", "H", "H", "H", "H", "H", "H", "H", "H", "H", "H", "H", "H", "H", "H", "C", "C", "C", "C", "C", "C", "N", "O", "C", "C", "C", "H", "H", "H", "H", "H", "H", "H", "H", "H", "H", "H", "H", "H", "H", "H", "H", "H", "H"],
  "xyz": [[0.598533, -0.273770, 0.136513], [-0.030287, 1.210360, 0.449603], [-0.894797, -0.779260, 0.238393], [0.647203, -0.047930, -1.488127], [1.049913, -1.800750, -0.283337], [2.147643, 0.184510, 0.262083], [0.744153, -0.573200, 1.697423], [4.371523, -3.242010, 4.415253], [2.903283, -3.355020, 4.771623], [1.950973, -3.199040, 3.552233], [0.426783, -3.331110, 3.988413], [-0.408837, -3.393780, 2.749343], [-1.862357, -3.113890, 2.990603], [-2.035497, -1.749410, 3.619683], [-1.302237, -1.762710, 4.969183], [0.196513, -2.103150, 4.894563], [0.155573, -4.575900, 4.932243], [4.537703, -3.983840, 3.634113], [5.240473, -3.324590, 5.068103], [4.573853, -2.225410, 4.078083], [2.670553, -2.770150, 5.661493], [2.849533, -4.352450, 5.207913], [2.055833, -3.837470, 2.675013], [1.918793, -2.176830, 3.175213], [0.008813, -2.693010, 2.026443], [-0.329057, -4.428410, 2.415773], [-2.430277, -3.134550, 2.060473], [-2.371287, -3.892550, 3.558723], [-1.578107, -0.999460, 2.974343], [-3.097607, -1.505490, 3.642663], [-1.338277, -0.732190, 5.322503], [-1.723907, -2.334040, 5.796153], [0.682363, -1.220610, 4.478443], [0.615723, -2.132520, 5.900303], [0.498023, -5.426590, 4.343033], [-0.918007, -4.763070, 4.954583], [0.494923, -4.538750, 5.967403], [4.988343, -5.220130, -1.578497], [5.887963, -4.166730, -2.229137], [5.589163, -2.596870, -1.722237], [5.278093, -1.618400, -2.941127], [3.972063, -2.025270, -3.686797], [3.542103, -0.836280, -4.656467], [3.555833, 0.501550, -4.094737], [4.754403, 0.827650, -3.225097], [5.206013, -0.215840, -2.252197], [6.570773, -1.589240, -3.864127], [5.228243, -6.226480, -1.921737], [3.925543, -5.109980, -1.793977], [4.952863, -5.229330, -0.489107], [5.745233, -4.283210, -3.303457], [6.953893, -4.330730, -2.071077], [6.476503, -2.271250, -1.179367], [4.750073, -2.523330, -1.030417], [3.256703, -2.203390, -2.883907], [3.994953, -2.919130, -4.310177], [2.560733, -1.020260, -5.093687], [4.176923, -1.003040, -5.526697], [2.743003, 0.515560, -3.368647], [3.300133, 1.258460, -4.836217], [4.523063, 1.748790, -2.690237], [5.580043, 1.127760, -3.870357], [4.365723, -0.358890, -1.572827], [6.147973, -0.034660, -1.734507], [7.445563, -1.913500, -3.300497], [6.897293, -0.590880, -4.155257], [6.340053, -2.117140, -4.789437], [-1.330867, 0.090670, -4.150497], [-1.753787, 1.580990, -3.955747], [-2.246977, 1.821990, -2.543777], [-3.289497, 3.016970, -2.594947], [-3.326927, 3.785960, -0.942177], [-4.443347, 5.211730, -0.929337], [-4.865387, 5.682540, -2.383377], [-5.527657, 7.067880, -2.428457], [-7.053447, 6.983870, -2.294277], [-3.763777, 2.591530, 0.383143], [-3.890607, 3.157800, 1.828613], [-4.255077, 2.012930, 2.793013], [-5.689717, 1.495910, 2.511623], [-1.700287, 4.609190, -0.616087], [-1.133417, 5.557180, -1.726247], [0.370033, 5.621710, -1.863937], [1.035413, 4.287820, -2.355737], [-0.945607, -0.026040, -5.163447], [-2.155207, -0.599210, -3.969857], [-0.468917, -0.048740, -3.498037], [-2.643317, 1.867820, -4.516607], [-1.010707, 2.287220, -4.326117], [-1.479697, 2.087340, -1.816467], [-2.786877, 0.940670, -2.197537], [-4.282847, 2.647390, -2.849427], [-3.061197, 3.729090, -3.387947], [-4.021877, 6.034970, -0.352507], [-5.357977, 5.012840, -0.370767], [-5.402587, 4.915760, -2.941567], [-4.068127, 5.765410, -3.122037], [-5.402197, 7.529750, -3.407767], [-5.001827, 7.764630, -1.775667], [-7.472677, 6.128580, -1.764367], [-7.498297, 6.943870, -3.288567], [-7.482857, 7.944850, -2.011057], [-2.966927, 1.857330, 0.264473], [-4.634457, 2.086320, -0.034917], [-4.577497, 4.003370, 1.864753], [-2.900297, 3.570520, 2.021093], [-4.163917, 2.182440, 3.865883], [-3.578967, 1.164720, 2.685693], [-5.607247, 0.449290, 2.804693], [-6.034027, 1.521000, 1.477743], [-6.437147, 1.941430, 3.168093], [-1.047757, 3.757410, -0.424347], [-1.952707, 5.017530, 0.362513], [-1.396387, 6.573370, -1.432487], [-1.677097, 5.358030, -2.649747], [0.732823, 5.692360, -0.838507], [0.681463, 6.406930, -2.552807], [2.117243, 4.391540, -2.439357], [0.663553, 3.969990, -3.329807], [0.775813, 3.450310, -1.708207], [3.914823, 2.706280, 4.081783], [2.433053, 3.089250, 4.012913], [1.625163, 2.002190, 3.277993], [0.075323, 2.114290, 3.261583], [-0.412877, 2.983120, 4.447913], [0.421933, 2.788400, 5.772403], [1.856623, 3.289980, 5.443453], [2.682913, 3.690930, 6.538393], [0.529583, 1.335230, 6.211363], [-0.167217, 3.760380, 6.820083], [2.329433, 4.383050, 3.145213], [4.209453, 2.200000, 3.162553], [4.082023, 2.165610, 5.013353], [4.484953, 3.624580, 4.222433], [1.833303, 1.025190, 3.714193], [1.980003, 1.843500, 2.259653], [-0.528047, 1.224630, 3.081183], [-0.000607, 2.673430, 2.329003], [-1.476047, 2.920570, 4.680013], [-0.453347, 4.018830, 4.110623], [1.058633, 0.695130, 5.505343], [-0.472307, 0.983000, 6.456823], [1.083433, 1.230120, 7.144273], [-0.136427, 4.796650, 6.483473], [0.350353, 3.824640, 7.777213], [-1.174427, 3.474200, 7.122953], [2.663723, 5.316280, 3.598453], [1.311203, 4.584760, 2.812613], [2.792723, 4.322860, 2.160413], [-1.620227, -3.257350, -1.689697], [-1.929457, -4.689910, -2.109647], [-3.197217, -4.817010, -3.056377], [-3.010617, -4.235010, -4.435937], [-1.933287, -4.970940, -5.180077], [-0.521087, -4.872860, -4.542327], [-0.691787, -5.183370, -2.971197], [0.400253, -5.662840, -2.248647], [-0.006367, -3.400460, -4.841147], [0.482233, -5.975490, -5.073727], [-2.264747, -5.632800, -0.898357], [-0.813197, -3.383290, -0.967927], [-2.531847, -2.886540, -1.221137], [-1.375777, -2.751870, -2.623957], [-3.962147, -4.295540, -2.481007], [-3.412707, -5.871200, -3.230587], [-2.846187, -3.164350, -4.314477], [-3.884807, -4.493390, -5.033537], [-1.980937, -4.665750, -6.225397], [-2.131297, -6.037890, -5.077627], [0.310423, -3.174410, -5.859297], [0.780873, -3.134750, -4.135627], [-0.803567, -2.682830, -4.647307], [0.814293, -5.679890, -6.068947], [0.117933, -7.000650, -5.007157], [1.450313, -5.932540, -4.574647], [-3.198397, -5.320160, -0.430767], [-1.461127, -5.351890, -0.217617], [-1.992637, -6.636550, -1.224757]],
  "forces_ev_per_angstrom": [[1.3, 0.3, -0.4], [1.2, -0.2, -0.8], [-1.4, -0.8, -0.9], [-0.8, 1.0, 0.7], [0.3, -0.4, 0.9], [-0.2, 0.5, -1.0], [-0.3, -0.6, 1.3], [0.5, 1.1, -1.5], [0.3, -1.4, 0.9], [-1.3, 0.5, 1.3], [1.9, -0.1, 3.3], [-0.2, -0.6, 0.1], [-0.9, 0.3, -0.3], [0.3, -0.7, 0.4], [0.1, 1.0, 0.6], [-1.5, 1.2, -1.2], [-0.7, 0.0, -2.2], [0.3, 0.3, -0.4], [-0.9, -0.7, 1.1], [-0.1, 0.0, -0.8], [-0.3, 0.7, -0.5], [-0.6, -0.4, -0.3], [0.5, -0.4, 0.4], [0.5, 0.0, -0.1], [0.1, -0.1, 0.1], [0.4, 0.0, -0.3], [0.4, 0.0, -0.5], [0.2, 0.0, 0.4], [0.2, 0.1, -0.1], [0.0, 0.1, 0.6], [0.1, 0.0, 0.3], [-0.6, -0.3, -0.4], [0.2, -0.3, -0.7], [0.0, -1.0, -0.2], [0.6, -0.1, 0.5], [-0.1, 0.6, 0.1], [0.5, 0.5, -0.5], [-0.4, -0.1, 0.5], [-0.8, 1.8, 0.6], [-0.1, -2.1, -2.1], [2.6, -0.5, 0.6], [-0.3, 2.3, 0.1], [0.7, -3.1, -0.8], [-0.7, 0.8, 2.1], [1.3, 1.6, -1.2], [-2.1, -1.4, -0.8], [-0.9, 0.2, 0.3], [0.3, 0.1, 0.1], [-0.1, 0.4, -0.6], [0.7, 0.1, 0.1], [0.0, 0.5, -0.1], [-0.1, -0.2, 0.3], [0.0, 0.4, -0.4], [-0.2, -0.1, -0.3], [-0.1, 0.2, 0.1], [1.0, -0.1, 0.4], [-0.2, -0.4, 0.3], [0.4, 0.5, -0.1], [-0.6, 0.1, 0.0], [0.4, 0.1, 0.1], [0.1, -0.1, 0.3], [0.3, -0.1, -0.1], [0.3, 0.1, 0.6], [-0.1, -0.1, -0.2], [-0.4, -0.8, 0.0], [-0.9, 0.3, 0.1], [0.3, -0.4, 0.4], [0.6, 1.7, -0.5], [-0.7, -0.9, -0.2], [-0.7, 1.5, 0.1], [0.3, -1.1, 0.9], [0.3, 1.8, -0.2], [-1.2, 0.4, -1.3], [0.9, 0.4, -0.4], [-0.8, -0.5, -0.4], [-0.4, 0.9, -0.6], [0.3, 0.4, -1.0], [0.9, -0.5, -0.5], [-0.8, -0.1, -0.6], [0.6, -0.7, 0.9], [-0.4, -1.5, -0.3], [-1.2, 0.5, 0.7], [0.8, -2.6, -0.1], [-0.8, 0.4, -0.2], [-0.2, -0.2, -0.2], [0.1, 0.0, 0.1], [-0.3, -0.5, 0.3], [0.0, -0.6, -0.8], [0.4, -0.1, 0.4], [0.3, -0.4, -0.1], [0.2, -0.1, 0.2], [-0.1, -0.1, 0.1], [0.3, 0.2, 0.4], [0.5, 0.0, -0.2], [-0.2, -0.4, -0.1], [-0.9, -0.1, 0.6], [1.1, 0.1, 0.7], [0.5, -0.3, -0.1], [-0.3, -0.2, 0.5], [0.2, 0.3, 0.5], [0.2, -0.6, -0.3], [0.0, -0.2, 0.9], [0.2, -0.2, 0.6], [-0.4, 0.1, 0.3], [-0.3, -0.2, 0.1], [0.1, 0.0, 0.5], [-0.1, 0.9, -0.1], [0.3, 0.1, -0.6], [-0.6, -0.2, -0.1], [0.2, 0.2, 0.1], [0.0, 0.2, -0.2], [0.4, 0.0, 0.1], [0.6, 0.6, 0.0], [-0.5, 0.1, -0.1], [0.3, 0.0, -0.3], [0.4, 0.9, -0.1], [-0.1, 0.3, 0.5], [-0.1, 0.0, 0.2], [0.0, 0.3, -0.3], [0.3, 0.0, 0.3], [-0.5, 0.6, 0.9], [-0.4, 0.9, 0.0], [-0.4, -2.0, 0.9], [0.5, 2.0, -0.2], [0.2, -0.3, 0.1], [1.2, 1.9, -0.9], [1.9, 0.8, 2.5], [-3.2, -1.8, -4.8], [-0.2, 0.1, 0.8], [0.3, -0.3, 0.6], [-1.0, 0.4, -0.1], [0.1, -0.1, 0.2], [0.2, -0.5, -0.3], [0.2, -0.1, -0.2], [0.5, -0.1, 0.4], [0.1, 0.6, -0.1], [0.6, -0.4, 0.3], [-1.0, 0.3, 0.0], [-0.2, -1.0, 0.2], [0.9, 0.3, 0.3], [-0.4, 0.1, -0.2], [-0.1, -0.3, -0.3], [0.1, 0.4, 0.1], [-0.3, -0.2, -0.4], [0.5, -0.5, -0.2], [-0.2, 0.0, -0.5], [0.2, -0.3, 0.4], [-0.5, -0.1, 0.5], [0.8, -0.6, 0.2], [0.3, -1.4, -0.6], [-2.1, -2.0, -1.2], [1.4, 0.2, 0.1], [-0.3, -0.1, 0.4], [0.8, -0.9, 1.1], [0.9, -0.4, -1.2], [6.0, -0.9, 4.7], [-7.4, 3.0, -5.1], [-0.2, -0.1, 1.9], [0.2, 1.4, 0.5], [3.2, 1.6, -0.9], [0.2, 0.9, -0.1], [0.1, 0.2, -0.1], [0.2, 0.8, 0.7], [-0.3, -0.3, -0.2], [-0.3, -0.1, 0.7], [-0.2, 0.1, -0.7], [-0.4, 0.8, 0.2], [0.7, -0.2, 0.0], [-0.6, -0.2, -0.6], [0.0, -0.9, -0.1], [0.3, 0.0, -0.2], [-0.1, -0.1, 0.0], [-0.8, -0.3, -0.4], [-0.2, 0.2, -0.2], [-0.2, 0.0, 0.6], [-0.2, -0.7, -0.5], [-0.1, -0.3, 0.7], [-1.1, -0.3, 0.4]],
  "homo_energy_ev": [-12.71, -13.72],
  "total_charge": 3,
  "multiplicity": 2,
  "lumo_ev": [-10.23, -10.23],
  "homo_lumo_gap_ev": [2.481, 3.497],
  "s_squared": 0.756,
  "mol_weight_da": 1001.4
}